Entry from OMol25: a structure of composition C17H32AsIO4PS2ScSi2 (ωB97M-V/def2-TZVPD).

For the orbital gap (alpha / beta), the calculation gives 4.68 / 6.49 eV. Its spin multiplicity is 2. Its HOMO energy (alpha / beta) is -2.617 / -4.423 eV. Its LUMO energy (alpha / beta) is 2.07 / 2.07 eV. As for the charge: -1.

Each line ends with the Löwdin spin population.
Geometry (Å):
Sc 0.31433 0.21350 0.09905  0.81
C -2.00641 -5.21162 1.79759  0.00
C -2.73502 -3.89012 1.84017  0.00
O -1.84316 -2.88949 2.36562  0.01
P -1.65824 -1.51495 1.55463  0.03
S -0.33630 -0.42165 2.55540  0.03
S -1.27985 -1.84067 -0.36440  0.03
O -3.13422 -0.90354 1.71692  0.00
C -3.43232 0.36368 1.09510  0.00
C -4.80212 0.79828 1.55160  0.00
H -2.69470 -6.01557 1.52926  0.00
H -1.57207 -5.43772 2.77185  0.00
H -1.20282 -5.18035 1.06178  0.00
H -3.60832 -3.92235 2.49413  0.00
H -3.06805 -3.60184 0.84128  0.00
H -3.38275 0.24249 0.01162  0.00
H -2.67090 1.09116 1.38333  0.00
H -5.55896 0.06734 1.26328  0.00
H -5.05376 1.75487 1.09194  0.00
H -4.82769 0.91643 2.63518  0.00
I 4.48998 5.40606 2.50038  0.00
C 2.78495 4.65031 1.57448  0.00
C 2.34875 3.37552 1.89450  0.00
C 1.24063 2.86342 1.23200  0.02
C 0.55430 3.61994 0.29542  0.00
C 0.99606 4.90336 0.00410  0.00
C 2.12222 5.42016 0.62940  0.00
C -0.67365 3.08350 -0.42984  0.00
O -1.44173 3.86498 -0.95522  0.00
O -0.78613 1.79020 -0.42062  0.01
H 2.87025 2.78005 2.63036  0.00
H 0.88806 1.87274 1.52717  0.02
H 0.44653 5.48297 -0.72547  0.00
H 2.48049 6.41023 0.38273  0.00
C 3.88256 2.51806 -1.43289  0.00
Si 4.37674 0.83868 -0.76357  0.00
C 5.02393 1.02965 0.98947  0.00
C 5.84228 0.31383 -1.80934  0.00
As 2.59558 -0.60637 -1.02406  0.01
Si 3.29149 -2.39628 0.27987  0.00
C 5.04666 -2.92934 -0.13809  0.00
C 3.26233 -2.11773 2.13044  0.00
C 2.16533 -3.85251 -0.06887  0.00
H 4.66904 3.25065 -1.22142  0.00
H 2.95184 2.88662 -1.00860  0.00
H 3.75098 2.46125 -2.51603  0.00
H 5.67362 1.90908 1.05227  0.00
H 5.60716 0.15463 1.28658  0.00
H 4.21444 1.14225 1.71069  0.00
H 6.66337 1.03142 -1.71002  0.00
H 5.54738 0.26945 -2.85980  0.00
H 6.21289 -0.67365 -1.52854  0.00
H 5.78768 -2.20981 0.21711  0.00
H 5.18456 -3.05099 -1.21377  0.00
H 5.25033 -3.88796 0.35042  0.00
H 3.89658 -1.27981 2.42165  0.00
H 3.63434 -3.01964 2.62950  0.00
H 2.25055 -1.91435 2.48625  0.00
H 2.03861 -4.00031 -1.14317  0.00
H 1.17202 -3.68854 0.35476  0.00
H 2.58664 -4.76485 0.36465  0.00

Forces on the atoms, in the same order (eV/Å):
Sc -0.1 -0.7 0.0
C 0.0 -0.1 0.0
C 0.0 0.0 0.0
O -0.1 0.1 -0.1
P -0.1 -0.3 0.4
S 0.0 -0.1 -0.1
S 0.1 0.1 0.0
O -0.1 0.1 0.0
C 0.0 -0.1 0.0
C -0.1 0.0 0.0
H 0.0 0.0 0.0
H 0.0 0.0 0.0
H 0.0 0.0 0.0
H 0.0 0.0 0.0
H 0.0 0.0 0.0
H 0.0 0.0 0.0
H 0.0 0.0 0.0
H 0.0 0.0 0.0
H 0.0 0.0 0.0
H 0.0 0.0 0.0
I 0.1 0.1 0.1
C 0.0 -0.1 -0.1
C 0.0 0.0 -0.1
C 0.1 0.1 0.2
C -0.2 0.0 -0.2
C 0.1 0.1 0.1
C -0.1 0.0 -0.1
C 0.1 -0.2 0.1
O -0.1 0.0 0.0
O -0.3 0.9 -0.1
H 0.0 0.0 0.0
H 0.0 0.2 0.1
H 0.0 0.0 0.0
H 0.0 0.0 0.0
C 0.1 0.1 0.0
Si -0.2 -0.1 0.0
C 0.1 0.1 0.1
C 0.2 -0.1 -0.1
As 0.4 -0.2 -0.2
Si -0.1 0.2 -0.2
C 0.1 -0.1 0.0
C 0.0 -0.1 0.2
C -0.1 -0.1 -0.1
H 0.0 0.0 0.0
H -0.1 0.1 0.1
H 0.0 0.0 0.0
H 0.0 0.0 0.1
H 0.0 0.0 0.0
H 0.0 0.0 0.0
H 0.0 0.0 0.0
H 0.0 0.0 0.0
H 0.0 0.0 0.0
H 0.0 0.0 0.0
H 0.0 0.0 0.0
H 0.1 0.0 0.0
H 0.0 0.0 0.0
H 0.0 0.0 0.1
H 0.0 0.0 0.0
H 0.0 0.0 0.0
H 0.0 0.0 0.0
H 0.0 0.0 0.0